No. 1
{"formula": "C5H9NO", "method": "ωB97M-V with the def2-TZVPD basis set", "elements": ["C", "C", "C", "C", "C", "O", "N", "H", "H", "H", "H", "H", "H", "H", "H", "H"], "positions_angstrom": [[-0.12499, 1.03224, 0.59438], [1.33524, 1.35116, 0.58263], [-0.35784, -0.53291, -1.20538], [-0.31668, -1.53233, -0.29486], [-0.82826, -0.03951, -2.32785], [-0.72888, -1.99318, 1.87591], [-0.09545, -1.12070, 0.95712], [-0.25169, -1.82786, 2.69913], [-0.34750, -2.60231, -0.49947], [-0.74538, 1.54554, -0.12603], [-0.58730, 1.01541, 1.57247], [-1.69904, -0.45895, -2.83006], [-0.40355, 0.85440, -2.77985], [1.71034, 1.50560, -0.42879], [1.53103, 2.25930, 1.16858], [1.90994, 0.54411, 1.04205]], "e_lumo_ha": 0.0104, "homo_lumo_gap_ev": 8.07, "e_homo_ev": -7.79, "total_charge": 0}

No. 2
{"formula": "C3H5NO3S", "method": "ωB97M-V with the def2-TZVPD basis set", "elements": ["C", "C", "C", "N", "O", "O", "O", "S", "H", "H", "H", "H", "H"], "positions_angstrom": [[-0.69144, 0.45464, -0.04484], [-1.72434, 1.36952, -0.56584], [1.19307, -0.92845, 0.38434], [-0.23043, -0.58493, 0.52737], [-0.33383, 1.32318, -0.97700], [-0.44290, -3.71203, 0.59725], [0.61206, -2.79718, 2.68221], [-0.56124, -2.87102, 1.79707], [-1.92263, 2.15276, -0.00280], [-2.47951, 0.95965, -1.37665], [1.58455, -1.27644, 1.38779], [1.42599, -1.55429, -0.34925], [1.93049, 0.02034, 0.15711]], "e_lumo_ha": -0.0154, "homo_lumo_gap_ev": 9.94, "e_homo_ev": -10.35, "total_charge": 0}

No. 3
{"formula": "C22H42FeGe2N3", "method": "ωB97M-V with the def2-TZVPD basis set", "elements": ["Fe", "N", "C", "C", "C", "N", "C", "C", "N", "C", "H", "H", "H", "H", "H", "H", "H", "H", "H", "H", "H", "H", "H", "H", "H", "H", "C", "C", "Ge", "C", "C", "C", "C", "Ge", "C", "C", "C", "C", "C", "C", "C", "C", "C", "C", "H", "H", "H", "H", "H", "H", "H", "H", "H", "H", "H", "H", "H", "H", "H", "H", "H", "H", "H", "H", "H", "H", "H", "H", "H", "H"], "positions_angstrom": [[0.29612, -0.95932, -0.20398], [1.87914, -3.12304, -5.11505], [1.73148, -1.99600, -4.08640], [0.43887, -2.20879, -3.27224], [0.49524, -3.27022, -2.14931], [-0.38062, -2.77103, -0.97815], [1.95054, -3.57054, -1.69804], [2.89394, -2.32370, -1.78316], [2.34751, -1.14888, -0.89103], [3.07187, -1.83829, -3.26017], [1.08439, -3.10570, -5.78547], [1.81107, -3.97725, -4.60024], [2.71542, -3.07678, -5.69889], [1.63741, -1.09598, -4.68350], [-0.38312, -2.38147, -3.99388], [0.17426, -1.18632, -2.84097], [0.09130, -4.24984, -2.43312], [-0.41646, -3.47651, -0.23351], [-1.36789, -2.67594, -1.26456], [2.35753, -4.36746, -2.37590], [2.01730, -4.04566, -0.69767], [3.86424, -2.61792, -1.35324], [2.60033, -0.27202, -1.30732], [2.92338, -1.12968, -0.02561], [3.92833, -2.38646, -3.78476], [3.43438, -0.80331, -3.37915], [-1.36455, -1.08275, 4.64267], [-0.97190, -1.92866, 3.45391], [0.34949, -0.93539, 2.35608], [2.04456, -1.06721, 3.40653], [2.18231, -0.05240, 4.53609], [-0.21613, 0.95463, 2.37846], [-0.97714, 1.60438, 1.45419], [-0.75893, 1.09785, -0.41105], [0.48267, 2.11404, -1.61574], [0.21537, 3.56745, -1.89568], [-2.30750, 0.46882, -1.52935], [-3.46796, 1.41396, -1.61412], [-1.71355, 2.81044, 1.83069], [-2.18108, 3.69741, 0.84528], [-2.77222, 4.91891, 1.18541], [-3.01886, 5.23818, 2.54108], [-2.69252, 4.30906, 3.50846], [-2.04431, 3.13037, 3.18415], [-1.96003, -1.75658, 5.30291], [-1.94096, -0.16729, 4.43268], [-0.51867, -0.81061, 5.31464], [-1.81282, -2.07556, 2.82008], [-0.57444, -2.86264, 3.84529], [2.86977, -0.98370, 2.66847], [2.00220, -2.07511, 3.80168], [2.28514, 0.99119, 4.26912], [3.03640, -0.34664, 5.13346], [1.39054, -0.10341, 5.29376], [0.09287, 1.58239, 3.30067], [0.40142, 1.50624, -2.54680], [1.47026, 2.02287, -1.16992], [-0.35066, 3.73906, -2.82858], [1.17609, 4.08704, -1.98668], [-0.35251, 4.04394, -1.05866], [-2.63349, -0.49384, -1.08592], [-1.84457, 0.24379, -2.50261], [-3.76660, 1.75395, -0.64164], [-4.30192, 0.85123, -2.04807], [-3.32012, 2.31153, -2.20250], [-2.14071, 3.43400, -0.22947], [-3.16804, 5.63135, 0.38542], [-3.41145, 6.23634, 2.83078], [-2.88298, 4.58127, 4.54298], [-1.72839, 2.45817, 3.99715]], "e_lumo_ha": [-0.3918, -0.3791], "spin_multiplicity": 5, "homo_lumo_gap_ev": [4.63, 4.96], "e_homo_ev": [-15.29, -15.28], "total_charge": 3}

No. 4
{"formula": "C4H9N2OS", "method": "ωB97M-V with the def2-TZVPD basis set", "elements": ["C", "C", "C", "C", "N", "N", "O", "S", "H", "H", "H", "H", "H", "H", "H", "H", "H"], "positions_angstrom": [[-1.48032, 0.16140, -0.06300], [-2.67217, 0.87340, 0.09743], [1.28140, -0.02392, -0.07818], [4.07795, -0.51106, 0.05038], [0.04191, 0.62111, -0.04201], [-3.92340, 0.36323, -0.03791], [-1.40280, -1.17661, -0.25445], [2.74974, 0.72754, -0.29521], [-2.69690, 1.93375, 0.31249], [1.10312, -1.02905, 0.23517], [4.72858, -0.58416, -0.81497], [3.52920, -1.55333, 0.14931], [4.67417, -0.25801, 0.89618], [0.14213, 1.57321, -0.16706], [-4.60332, 1.09446, -0.22823], [-4.09310, -0.54463, -0.32632], [-1.45621, -1.66732, 0.56638]], "e_lumo_ha": [-0.1599, -0.1599], "homo_lumo_gap_ev": [7.46, 7.46], "e_homo_ev": [-11.81, -11.81], "total_charge": 1}